1.
The following is a DFT calculation (wB97M-V/def2-TZVPD) of C22H22Cl2N6O3Tc as an isolated structure.

## Properties
Electronic energy ... -2406.5499 Eh
Net charge ... +2
2S+1 ... 2

Structure (XYZ):
```
56
Properties=species:S:1:pos:R:3:forces:R:3
H 1.3419 -3.2564 -2.6303 0.01 -0.01 0.01
H -1.4441 -5.1751 -3.5591 0.00 0.00 0.00
C -3.9476 4.4026 -1.3320 0.01 0.00 -0.01
H 4.2031 1.8066 -0.8205 0.00 0.00 0.00
C -0.6448 -3.8405 -2.1213 0.00 0.02 0.01
C 2.7566 -1.0944 -1.7921 -0.02 0.03 -0.03
H 2.1001 -0.0463 4.2328 0.00 0.00 0.01
C 0.8172 -0.4581 2.5419 -0.06 -0.03 -0.03
C -2.6782 3.8433 -1.3095 -0.01 -0.06 0.05
H 0.6962 -1.0699 4.6074 0.01 0.00 0.00
N -1.0814 2.4414 2.9949 0.03 0.02 -0.01
C -3.5419 2.0881 0.0645 0.05 0.02 -0.05
C 0.3695 -1.7988 -1.3863 0.06 -0.07 0.05
C 3.4606 1.0322 -0.9588 0.00 -0.03 0.01
H -0.8453 2.0617 5.6895 0.00 0.00 0.00
N -0.0516 0.5329 2.0811 0.02 0.22 0.10
Tc -0.6984 0.5238 0.0857 0.35 -0.72 0.48
C 1.0427 -0.2160 4.0233 0.00 -0.01 -0.02
H 0.7158 -6.0529 -4.0060 -0.01 0.00 -0.01
H -2.6695 -4.1063 -1.4111 0.00 0.00 0.00
C 2.1943 1.2090 -0.4506 0.01 0.00 0.00
C 0.1561 1.6609 5.5374 0.01 0.01 0.00
C -0.5874 -5.1345 -2.8763 0.00 -0.01 -0.01
C -1.7931 -3.4724 -1.4255 0.03 0.00 0.02
H 0.8944 2.4604 5.6089 -0.01 0.00 0.00
Cl -1.3709 4.5856 -2.1354 0.02 0.01 -0.02
C 3.7601 -0.1441 -1.6397 -0.02 0.00 0.01
N 0.2378 0.9717 4.2583 -0.04 -0.02 0.02
N -1.2131 2.0348 -0.5195 -0.12 0.29 -0.38
C -1.8126 -2.2745 -0.7515 -0.04 -0.02 0.00
H -1.3810 2.7315 2.0777 0.00 -0.01 0.01
C -4.8102 2.6167 0.0575 0.00 0.02 0.00
C -4.9969 3.7951 -0.6585 -0.02 0.00 0.00
C -2.4601 2.6615 -0.6005 -0.10 -0.01 0.09
H 5.8245 -0.4910 -1.3401 0.00 0.02 0.00
Cl -3.1551 0.5960 0.9149 0.02 0.00 -0.02
C 0.4486 -2.9814 -2.0921 -0.01 0.00 0.03
O 0.6372 -5.2034 -3.5609 0.01 0.00 0.02
H -1.1831 3.0944 3.7531 -0.01 0.00 0.00
H 5.4455 0.4954 -2.7590 -0.01 0.00 -0.01
C 5.1356 -0.3866 -2.1877 0.02 0.00 0.00
C -0.3274 1.3543 3.1198 0.03 0.01 0.01
C 1.4998 -0.8476 -1.2785 0.01 0.02 0.01
H -4.1079 5.3170 -1.8859 0.00 0.00 0.00
H 0.3393 0.9395 6.3295 0.01 0.00 0.00
H -5.9803 4.2429 -0.6936 0.00 0.00 0.00
H 5.9873 -1.7338 -3.3188 -0.01 0.00 0.00
H -2.6924 -1.9548 -0.2117 0.00 0.02 -0.02
O 5.1057 -1.5467 -2.9805 0.01 -0.01 0.00
H 1.9175 2.1047 0.0886 -0.01 0.00 0.00
N 1.2320 0.2927 -0.6101 -0.13 0.02 -0.02
N -0.7585 -1.4433 -0.7273 -0.06 0.31 -0.29
H 2.9812 -2.0087 -2.3182 0.00 0.00 0.00
H -0.7021 -5.9531 -2.1553 -0.01 0.00 0.00
O 1.2607 -1.3417 1.8588 -0.01 -0.02 -0.01
H -5.6258 2.1355 0.5781 0.00 0.00 0.00
```
Positions in Å, forces in eV/Å.

Here are the natural (NBO) charges for atoms 1 to 6, given in e: number 1, H, carries 0.260; number 2, H, carries 0.205; number 3, C, carries -0.198; number 4, H, carries 0.248; number 5, C, carries 0.086; number 6, C, carries -0.227

---

2.
The following is a DFT calculation (wB97M-V/def2-TZVPD) of a 2-piece molecular cluster, C22H22ClN3O5 overall.

## Properties
Electronic energy ... -1852.3048 Eh
SMILES string ... Cc1cc(=O)[nH]c2cc(-c3ccc(C(=O)O)cc3Cl)ccc12.CNC(=O)CNC(C)=O
2S+1 ... 1

Structure (XYZ):
```
53
Properties=species:S:1:pos:R:3:forces:R:3
C -1.9094 3.3706 0.7900 -0.17 -0.28 0.03
N -2.9916 3.7161 -0.0176 1.34 0.05 0.79
C -0.1582 -1.0528 4.6481 0.02 0.00 -0.05
H 1.0405 -3.5987 -1.4015 0.03 0.08 0.03
H -3.7278 3.0503 -0.2204 0.16 0.22 0.03
H -0.5266 -2.9275 1.8350 0.03 0.10 0.14
H 1.0615 6.3183 0.2934 -0.03 0.07 0.13
O -0.3035 -5.5799 -4.5298 -0.23 -0.15 -0.19
C 1.6226 -5.6151 -3.1460 -0.24 0.19 0.05
H 1.3932 -2.8881 -4.6139 0.04 0.16 0.06
O -4.0675 5.1841 -1.2983 -0.40 0.16 -0.33
O 0.1704 -4.5979 3.5874 -0.12 0.65 0.16
C 0.0420 -3.5469 4.4282 0.11 0.18 1.87
H 3.0311 -1.7515 -5.8098 -0.16 -0.07 0.18
H -2.6268 1.3739 1.1466 0.03 0.09 -0.01
C 0.5598 -2.9996 -2.1741 -0.13 -0.44 -0.95
C 2.8810 -1.3729 -4.7977 -0.14 0.08 0.50
H 2.5369 -0.3382 -4.8464 0.11 -0.02 -0.03
H -1.0126 -3.5591 -3.5053 0.07 -0.07 -0.07
H 0.0524 -1.1338 5.7123 -0.05 -0.12 -0.24
H 1.0976 2.3972 3.0338 -0.11 -0.02 -0.08
C -0.4851 -2.0560 2.4821 0.01 0.15 -0.03
O 0.1331 -3.6623 5.6392 0.03 -0.45 -1.05
C -0.2069 -2.2097 3.8514 -0.26 0.92 -1.44
C 0.0942 6.6979 0.6357 -0.12 -0.26 0.05
H -0.1907 -2.3756 -1.6959 0.13 -0.02 0.05
C 0.2454 2.6646 2.4160 0.05 0.49 -0.17
C -0.3586 0.2110 4.0869 0.06 -0.92 -0.15
H 3.8321 -1.3966 -4.2624 -0.07 0.05 -0.05
H 2.4462 -4.9247 -3.3164 0.14 0.04 0.17
C 0.3234 -5.0167 -3.6489 0.42 -1.56 -0.95
H -0.3044 1.0887 4.7245 -0.04 -0.09 -0.17
N 1.8969 -2.1886 -4.0890 -0.16 -0.70 -0.92
C -0.8907 4.3149 1.0379 0.24 0.69 -0.13
O 2.1506 -1.2204 -2.0812 -0.10 -0.30 0.04
H 0.9860 4.6416 2.0822 -0.16 0.00 -0.11
C -0.6243 0.3605 2.7172 -0.03 -0.38 -0.15
H 1.8113 -6.5421 -3.6867 -0.13 0.17 0.03
H -2.1874 6.9128 -0.8587 -0.08 -0.15 0.01
C -2.0661 5.9509 -0.3774 1.94 -0.94 1.60
C -0.9770 5.6586 0.4205 -1.41 0.15 -0.97
C -0.6987 -0.7951 1.9141 0.16 -0.28 0.86
H 0.1683 6.9484 1.6981 0.12 -0.03 -0.08
C -1.8362 2.0895 1.3455 0.50 -0.05 0.37
N -0.1215 -3.8665 -3.1453 0.00 1.62 1.28
Cl -0.9944 -0.7117 0.1926 0.06 0.03 0.42
C -0.7518 1.7157 2.1539 -0.41 0.88 -0.59
H 0.3359 -5.3545 4.1704 -0.02 -0.05 -0.07
H 1.5326 -5.8328 -2.0836 0.19 0.03 0.13
H -0.1277 7.6154 0.0823 -0.03 -0.23 0.09
C -3.0955 4.9536 -0.5995 -1.14 0.27 -0.78
C 1.6137 -2.0653 -2.7839 0.29 0.83 0.58
C 0.1824 3.9458 1.8643 -0.33 -0.76 0.11
```
Positions in Å, forces in eV/Å.

Here are the natural (NBO) charges for atoms 1 to 6, given in e: number 1, C, carries 0.276; number 2, N, carries -0.590; number 3, C, carries -0.138; number 4, H, carries 0.229; number 5, H, carries 0.421; number 6, H, carries 0.232

---

3.
The following is a DFT calculation (wB97M-V/def2-TZVPD) of C22H22ClN4O6PtS as an isolated structure.

## Properties
Net charge ... +1
Energy above the lowest of the compared OMol25 structures with the same formula, charge and spin ... 0.0 kcal per mole
2S+1 ... 1

Structure (XYZ):
```
57
Properties=species:S:1:pos:R:3:forces:R:3
C -2.3626 -4.7375 1.8037 -0.01 0.00 0.01
C 2.6391 -3.6356 2.3886 -0.03 0.01 0.02
O 2.9358 3.3058 1.2749 -0.01 -0.04 -0.02
H 2.3293 0.8678 -4.3067 0.01 0.04 0.03
H 0.6681 2.4683 -4.1835 -0.04 0.00 -0.01
H -1.6628 0.1893 0.3379 -0.12 -0.07 -0.03
O 0.8367 -0.1496 1.0498 -0.18 0.04 0.11
Cl 1.6741 3.2105 0.6421 -0.01 0.19 0.03
H -3.3858 -4.9288 2.1254 0.00 0.00 0.01
C 3.0363 -3.1100 1.1885 -0.01 0.02 -0.03
H -3.6184 0.8298 1.9194 0.00 0.00 0.01
C -2.0433 4.8828 -2.6359 -0.01 0.00 0.01
H 3.4940 1.1688 -2.1166 0.08 -0.03 -0.03
O 0.6581 2.7073 1.4999 -0.01 -0.13 -0.11
C -2.6832 -2.2770 2.2339 -0.03 0.06 0.01
N -1.8403 -0.7771 0.6704 0.15 0.11 0.00
C -1.2826 -1.7926 -0.0161 0.00 -0.10 -0.13
H -3.2176 -2.4911 3.1479 0.00 0.00 0.00
S -0.3166 -1.4876 -1.4433 -0.05 0.11 0.16
H 1.6082 -0.6389 -3.6974 0.04 0.01 -0.06
C 1.4350 -1.2733 1.3988 0.09 0.05 0.10
Pt 0.7818 0.4642 -0.8445 0.20 0.02 -0.25
C 1.9959 0.3426 -3.4118 -0.08 0.00 -0.07
H 3.0948 -4.5340 2.7783 0.00 0.00 -0.01
C 1.0567 -1.8212 2.6366 -0.01 -0.03 0.01
H 1.3369 -3.3581 4.0776 0.00 0.01 0.00
C -2.9636 0.2344 2.5578 0.01 -0.02 -0.02
C 3.1218 0.1809 -2.3950 0.08 0.03 0.09
H -1.7044 -4.9786 2.6420 0.01 0.00 0.00
C -2.4989 -0.9788 1.8284 -0.07 0.00 0.01
N 2.5311 -0.4083 -1.1893 -0.13 -0.13 -0.33
H -3.5047 -0.0393 3.4588 0.00 0.00 0.01
N -1.4625 -3.0480 0.3332 -0.09 -0.03 0.05
H 3.9476 -0.4243 -2.7680 -0.07 -0.07 -0.03
C -2.6175 4.5122 -1.4172 0.01 0.02 0.00
O 1.8812 2.1857 -0.5130 0.03 0.04 0.19
H -2.1053 -5.3783 0.9656 -0.01 0.00 0.00
H 0.3051 -1.2933 3.2098 0.03 0.01 0.01
C -2.2336 3.3610 -0.7659 0.00 0.03 0.00
C -1.2521 2.5273 -1.3060 -0.01 -0.02 -0.01
C 2.9951 -1.4193 -0.5502 0.08 0.23 0.11
O 1.2874 4.4117 -0.0073 0.00 -0.05 -0.01
H 3.8204 -3.5915 0.6161 0.00 0.00 0.00
C -1.0774 4.0767 -3.1787 0.03 0.00 0.01
C -0.6574 2.8953 -2.5349 -0.03 0.00 0.00
C 0.3514 2.1289 -3.1983 -0.04 -0.05 -0.04
H -2.6605 3.0957 0.1919 0.00 -0.02 -0.01
H -3.3706 5.1460 -0.9671 0.00 -0.01 0.00
H -2.3522 5.7894 -3.1350 0.01 0.00 0.00
C 1.6440 -2.9688 3.1150 0.00 -0.03 -0.01
C 2.4525 -1.9358 0.6682 0.00 -0.02 -0.03
C -2.1769 -3.3057 1.4346 0.07 -0.02 -0.10
H -2.1038 0.8529 2.8245 0.00 0.01 0.00
H 3.8948 -1.8862 -0.9480 0.01 0.00 0.04
O -0.9676 1.4129 -0.6329 -0.08 -0.04 0.29
N 0.9190 1.0754 -2.7387 0.20 -0.11 0.02
H -0.6100 4.3450 -4.1186 -0.01 0.00 -0.01
```
Positions in Å, forces in eV/Å.

Here are the natural (NBO) charges for atoms 1 to 6, given in e: number 1, C, carries -0.665; number 2, C, carries -0.261; number 3, O, carries -0.770; number 4, H, carries 0.232; number 5, H, carries 0.209; number 6, H, carries 0.480

---

4.
The following is a DFT calculation (wB97M-V/def2-TZVPD) of a 2-piece molecular cluster, C22H22F overall.

## Properties
Electronic energy ... -951.0738 Eh
Net charge ... +1
2S+1 ... 1

Structure (XYZ):
```
45
Properties=species:S:1:pos:R:3:forces:R:3
F -1.7706 -3.6415 0.6956 -0.42 1.19 -0.19
C -2.8116 0.3348 0.2646 0.28 -0.03 0.56
C -3.2989 3.1387 -4.1522 0.10 0.99 0.11
H -4.1628 -2.7605 0.0197 0.18 -0.06 0.24
H -1.2907 1.9498 1.4138 0.47 -0.52 -0.07
H -1.3148 1.0822 -2.2570 -0.41 0.29 -0.11
H -3.1030 5.3092 -4.2074 -0.26 0.10 -0.18
C -1.1210 -1.3683 0.7407 -0.23 0.22 0.06
C 0.5659 -0.0611 2.9126 0.41 0.52 -0.01
H -3.2244 1.0081 -3.8974 0.23 0.37 0.17
H 1.6378 -1.0721 4.4548 0.15 0.30 0.01
C -3.4294 -1.9906 0.2313 0.08 -0.05 -0.23
C -1.7705 1.9954 -2.6543 0.84 0.79 0.08
H -0.2034 5.5536 -0.4546 0.09 -0.21 -0.11
C -1.8136 4.4421 -2.7684 -0.35 0.36 0.06
C 1.6236 -0.2036 3.7986 0.23 0.12 -0.05
C 2.6412 1.8511 2.9272 -0.81 -0.69 -0.20
C -1.5170 -0.0322 0.6921 -0.15 0.62 -0.04
C -2.8086 1.9716 -3.5843 0.34 -0.70 0.31
H 3.4489 2.5865 2.9163 -0.25 -0.32 0.15
C 0.5532 1.0003 2.0178 -0.24 -0.01 0.15
H -0.0736 -1.6320 0.9362 -0.70 -0.11 0.00
H -0.1681 1.5080 0.1539 0.03 0.21 -0.52
H 0.3504 4.2831 0.6476 0.21 0.00 -0.72
H -4.7628 -0.3593 -0.2894 0.25 -0.26 0.22
C -0.3367 4.4931 -0.1868 -0.76 -0.22 0.42
H -0.2612 -0.7518 2.8758 0.11 -0.13 0.32
C 1.2244 3.3108 -1.7804 0.24 -1.60 0.16
C -2.7937 4.3848 -3.7565 0.57 -0.70 0.30
H 3.4957 0.6181 4.4775 -0.13 -0.01 -0.05
C -3.7678 -0.6499 0.0551 0.19 0.20 -0.36
C 1.5695 1.9765 2.0230 0.27 -0.75 0.56
H -1.3322 4.3935 0.2678 0.08 0.10 -0.52
H -1.3511 5.3929 -2.4864 -0.53 -0.17 -0.13
H -3.0583 1.4120 0.1646 0.08 -0.85 0.14
H 1.2598 2.3977 -2.3908 0.00 0.42 -0.24
C -2.1199 -2.3171 0.5650 0.28 -0.89 -0.21
C -1.2735 3.2669 -2.2116 -0.83 -0.56 -0.70
C -0.1600 3.6042 -1.3825 0.88 0.59 0.92
H 1.5311 2.8094 1.3149 0.09 -0.29 0.26
H -4.0658 3.1120 -4.9211 0.08 -0.14 0.17
C 2.6553 0.7366 3.8004 0.13 0.56 -0.32
H 1.9254 3.1444 -0.9507 -0.33 0.42 0.00
H 1.6026 4.1625 -2.3729 -0.26 -0.13 0.05
C -0.6150 1.1275 1.0740 -0.23 1.02 -0.46
```
Positions in Å, forces in eV/Å.

Here are the natural (NBO) charges for atoms 1 to 6, given in e: number 1, F, carries -0.322; number 2, C, carries -0.237; number 3, C, carries -0.154; number 4, H, carries 0.245; number 5, H, carries 0.220; number 6, H, carries 0.249